No. 1
{"formula": "C4H13N2", "method": "ωB97M-V with the def2-TZVPD basis set", "species": ["C", "C", "C", "C", "N", "N", "H", "H", "H", "H", "H", "H", "H", "H", "H", "H", "H", "H", "H"], "coordinates": [[1.6174, -1.7045, 0.5558], [0.6605, -0.4247, 0.3539], [-0.5215, -0.7494, -0.5698], [-1.5915, 0.3626, -0.7301], [-1.4065, 1.4547, 0.2670], [1.2543, 0.8998, 0.0330], [2.5685, -1.3890, 0.8191], [1.5878, -2.3024, -0.2878], [1.0452, -2.2222, 1.2878], [0.2035, -0.4946, 1.3500], [-1.1100, -1.6610, -0.2151], [0.0190, -1.0736, -1.5047], [-1.2902, 0.8101, -1.6245], [-2.6164, 0.1329, -0.7053], [-1.9918, 2.2176, 0.1735], [-0.4315, 1.7616, 0.1038], [-1.3978, 1.0054, 1.1923], [1.4555, 0.7493, -0.9725], [2.0337, 1.0802, 0.6246]], "relative_energy_kj_mol": 169.6, "max_force_ev_per_a": 4.0, "homo_lumo_gap_ha": 0.3987, "charge": 1, "total_energy_ev": -7331.7290, "e_homo_ev": -14.13}

---

No. 2
{"formula": "C30H45BrN2P2PdS", "method": "ωB97M-V with the def2-TZVPD basis set", "species": ["N", "C", "C", "C", "C", "C", "C", "Pd", "P", "C", "C", "C", "C", "C", "C", "C", "Br", "H", "H", "H", "H", "H", "H", "H", "H", "H", "H", "P", "C", "C", "H", "H", "H", "H", "H", "C", "C", "H", "H", "H", "H", "H", "C", "C", "H", "H", "H", "H", "H", "C", "C", "H", "H", "H", "H", "H", "C", "C", "H", "H", "H", "H", "H", "C", "C", "H", "H", "H", "H", "H", "S", "C", "N", "C", "C", "C", "C", "H", "H", "H", "H", "H"], "coordinates": [[-5.4048, 3.8419, -3.7203], [-5.4061, 4.1034, -2.4125], [-4.7286, 3.3095, -1.4779], [-3.8635, 2.2601, -1.9293], [-3.9625, 1.9427, -3.3220], [-4.7268, 2.7735, -4.1580], [-2.9341, 1.7037, -0.9863], [-0.9217, 0.2187, 0.1937], [3.6331, -0.7098, 0.4232], [-1.5694, 1.3504, -1.3185], [-0.4772, 2.4032, -1.2021], [0.6498, 2.2720, -2.0235], [1.6626, 3.2453, -2.0312], [1.5525, 4.3610, -1.1861], [0.4210, 4.5049, -0.3658], [-0.6029, 3.5444, -0.3844], [2.9351, 5.5952, -1.1543], [-3.2425, 1.6403, 0.0526], [-1.4751, 0.7035, -2.2034], [-4.8140, 3.5511, -0.4203], [-3.4788, 1.0758, -3.7665], [-5.9649, 4.9882, -2.0818], [-4.7897, 2.6062, -5.2328], [0.7231, 1.4107, -2.6822], [-1.5282, 3.7018, 0.1748], [2.4977, 3.1531, -2.7101], [0.3199, 5.3890, 0.2595], [-1.2468, -1.9506, -0.3115], [3.5680, 1.1006, 0.4184], [4.9859, 1.6824, 0.2533], [3.1225, 1.4170, 1.3771], [2.8925, 1.4351, -0.3876], [5.0517, 2.6793, 0.7017], [5.7205, 1.0394, 0.7550], [5.2695, 1.7722, -0.7961], [3.3636, -1.2554, -1.2981], [4.6566, -1.7480, -1.9772], [2.9258, -0.4059, -1.8440], [2.6292, -2.0732, -1.2933], [4.4808, -1.8908, -3.0531], [5.4799, -1.0323, -1.8468], [4.9693, -2.7153, -1.5608], [2.4141, -1.3928, 1.5885], [3.1411, -1.8696, 2.8560], [1.8924, -2.2285, 1.0923], [1.6661, -0.6201, 1.8217], [2.4852, -2.5127, 3.4521], [4.0440, -2.4334, 2.5811], [3.4515, -1.0291, 3.4915], [-0.9423, -2.9731, 1.1729], [-1.4990, -4.3989, 1.2988], [-1.2918, -2.3570, 2.0251], [0.1541, -3.0201, 1.2621], [-2.5801, -4.4190, 1.4744], [-1.2548, -5.0217, 0.4225], [-1.0258, -4.8690, 2.1765], [0.0946, -2.2275, -1.5171], [-0.2097, -2.2905, -3.0219], [0.5891, -3.1512, -1.1714], [0.7784, -1.3781, -1.3406], [-0.9450, -3.0692, -3.2724], [-0.5688, -1.3223, -3.4061], [0.7328, -2.5150, -3.5562], [-2.7716, -2.5019, -1.1145], [-3.9839, -2.2978, -0.2047], [-2.6232, -3.5597, -1.4041], [-2.8851, -1.9284, -2.0528], [-4.8602, -2.0361, -0.8146], [-4.2142, -3.2184, 0.3499], [-3.8228, -1.4761, 0.5132], [-1.8284, 0.9884, 2.2830], [-0.7066, 0.4548, 3.4348], [-1.0018, -0.7121, 4.1165], [-0.1136, -1.2937, 4.9790], [1.0463, -0.6258, 5.3034], [1.3644, 0.5770, 4.6564], [0.4810, 1.1217, 3.7314], [-1.8790, -1.1805, 3.8788], [-0.4065, -2.2710, 5.3629], [1.7252, -1.0624, 6.0334], [2.3098, 1.0802, 4.8571], [0.6711, 2.0465, 3.1896]], "relative_energy_kj_mol": 1.4, "max_force_ev_per_a": 4.7, "s2": 6.06, "homo_lumo_gap_ha": [0.2307, 0.1638], "charge": 4, "spin_multiplicity": 5, "total_energy_ev": -137711.4272, "e_homo_ev": [-18.57, -18.65]}

---

No. 3
{"formula": "C2H9N4P", "method": "ωB97M-V with the def2-TZVPD basis set", "species": ["C", "C", "N", "N", "N", "N", "P", "H", "H", "H", "H", "H", "H", "H", "H", "H"], "coordinates": [[-0.1489, 1.5139, -0.7079], [1.0495, 1.1682, 0.2048], [-0.5272, -2.3472, -0.6610], [-1.0931, 0.4619, -0.4852], [1.3454, -0.2654, -0.1378], [-0.8946, -1.1413, 1.5206], [-0.3160, -0.9851, -0.0073], [-0.4119, 2.5694, -0.3110], [0.1913, 1.4993, -1.7013], [1.8766, 1.7250, -0.0890], [0.6351, 1.3617, 1.2252], [0.0804, -2.6812, -1.3793], [-2.0765, 0.3634, -0.6930], [1.6297, -0.4457, -1.0786], [-0.7642, -2.0556, 1.9343], [-0.5756, -0.7412, 2.3665]], "relative_energy_kj_mol": 17.9, "max_force_ev_per_a": 4.3, "homo_lumo_gap_ha": 0.3541, "charge": 0, "total_energy_ev": -17469.0002, "e_homo_ev": -8.69}

---

No. 4
{"formula": "C18H17N3O2S2", "method": "ωB97M-V with the def2-TZVPD basis set", "species": ["C", "H", "O", "C", "C", "C", "C", "C", "C", "H", "H", "C", "C", "N", "N", "C", "N", "C", "O", "C", "H", "H", "S", "C", "C", "C", "C", "C", "C", "H", "H", "H", "H", "H", "H", "S", "H", "H", "H", "H", "H", "H"], "coordinates": [[2.4564, -3.3962, -5.5345], [2.6833, -3.0051, -6.5250], [1.2975, -2.7186, -5.1141], [0.7744, -3.0171, -3.8939], [1.2974, -3.9508, -3.0075], [0.6752, -4.1706, -1.7889], [-0.4712, -3.4804, -1.4361], [-0.9885, -2.5415, -2.3241], [-0.3773, -2.3118, -3.5361], [-0.7711, -1.5876, -4.2312], [-1.8766, -1.9890, -2.0542], [-1.1390, -3.6949, -0.0993], [-1.0183, -2.4616, 0.7142], [-1.9909, -1.7087, 1.0626], [-1.6482, -0.6315, 1.7536], [-0.3804, -0.5227, 1.9497], [0.2615, 0.4666, 2.6326], [-0.2221, 1.6651, 3.1231], [0.5055, 2.3608, 3.7901], [-1.6136, 2.0479, 2.7225], [-2.3083, 1.2146, 2.8057], [-1.9511, 2.9086, 3.2969], [-1.5983, 2.4490, 0.9346], [-0.2688, 3.6284, 0.8219], [0.5520, 3.5566, -0.2964], [1.5869, 4.4602, -0.4494], [1.8125, 5.4279, 0.5156], [0.9879, 5.4985, 1.6256], [-0.0606, 4.6096, 1.7792], [-0.7007, 4.6840, 2.6434], [1.1557, 6.2536, 2.3789], [2.6279, 6.1264, 0.4020], [2.2234, 4.4015, -1.3199], [0.3700, 2.7925, -1.0371], [1.2425, 0.3097, 2.8331], [0.5509, -1.8492, 1.2455], [-2.2027, -3.9036, -0.2283], [-0.6694, -4.5306, 0.4239], [1.0968, -4.8979, -1.1096], [2.1860, -4.5125, -3.2483], [2.2891, -4.4761, -5.6026], [3.3018, -3.2002, -4.8668]], "relative_energy_kj_mol": 200.6, "max_force_ev_per_a": 1.7, "homo_lumo_gap_ha": 0.3207, "charge": 0, "total_energy_ev": -49177.2958, "e_homo_ev": -8.31}

---

No. 5
{"formula": "C34H48AsNO2ReSi3", "method": "ωB97M-V with the def2-TZVPD basis set", "species": ["Re", "C", "C", "C", "C", "C", "C", "C", "C", "C", "C", "C", "C", "C", "C", "C", "N", "H", "H", "H", "H", "H", "H", "H", "H", "H", "H", "C", "C", "C", "C", "C", "C", "C", "C", "C", "C", "O", "O", "H", "H", "H", "H", "H", "H", "H", "H", "H", "H", "H", "C", "Si", "C", "C", "As", "Si", "C", "C", "C", "Si", "C", "C", "C", "H", "H", "H", "H", "H", "H", "H", "H", "H", "H", "H", "H", "H", "H", "H", "H", "H", "H", "H", "H", "H", "H", "H", "H", "H", "H", "H"], "coordinates": [[-0.0587, -0.2826, 0.6505], [-2.1232, -3.4801, -1.4823], [-1.0769, -4.0897, -2.1602], [0.1949, -3.5367, -2.1225], [0.4223, -2.3774, -1.3893], [-0.6366, -1.7471, -0.7132], [-1.9023, -2.3119, -0.7615], [1.7202, -1.7208, -1.2363], [2.9077, -2.1715, -1.8247], [4.0745, -1.4868, -1.6214], [4.0810, -0.3236, -0.8214], [5.2518, 0.4237, -0.5706], [5.2146, 1.5284, 0.2348], [3.9974, 1.9354, 0.8096], [2.8423, 1.2413, 0.5600], [2.8564, 0.0941, -0.2520], [1.6936, -0.6101, -0.4754], [-3.1168, -3.9080, -1.5169], [-1.2531, -4.9979, -2.7207], [1.0029, -4.0219, -2.6546], [-2.7281, -1.8479, -0.2334], [2.8909, -3.0657, -2.4291], [5.0004, -1.8340, -2.0638], [6.1808, 0.1047, -1.0262], [6.1161, 2.0887, 0.4402], [3.9725, 2.8107, 1.4458], [1.9032, 1.5798, 0.9923], [1.6023, -5.7855, 0.7816], [1.1877, -4.4876, 1.4016], [-0.1575, -4.2259, 1.6469], [-0.5848, -3.0366, 2.2129], [-2.0405, -2.9100, 2.5746], [0.3910, -2.0494, 2.5149], [1.7716, -2.3333, 2.3590], [2.8339, -1.3869, 2.8415], [2.1348, -3.5375, 1.7827], [-0.0192, -0.7161, 3.0768], [0.4669, -0.1849, 4.0375], [-0.9509, -0.1058, 2.3049], [0.8733, -6.1074, 0.0381], [1.6511, -6.5638, 1.5467], [2.5857, -5.7184, 0.3195], [-0.8973, -4.9830, 1.4118], [-2.6600, -3.4085, 1.8300], [-2.3731, -1.8836, 2.6874], [-2.2118, -3.4145, 3.5279], [2.6841, -0.3644, 2.4961], [3.8197, -1.7118, 2.5114], [2.8245, -1.3557, 3.9309], [3.1895, -3.7537, 1.6564], [-4.1108, 0.4797, 0.5014], [-3.4170, 1.3186, -1.0409], [-3.2388, 0.2609, -2.5905], [-4.3528, 2.8924, -1.4526], [-1.0483, 1.6963, -0.3076], [-1.1895, 3.3006, 1.6670], [-2.2873, 4.6083, 0.8703], [-1.9545, 2.6145, 3.2270], [0.5877, 3.8690, 1.8971], [0.0145, 2.5824, -2.3915], [1.5616, 3.5507, -1.9532], [0.3203, 1.0364, -3.4145], [-1.3102, 3.7107, -3.1018], [-4.8263, -0.3040, 0.2416], [-4.6408, 1.2024, 1.1244], [-3.3172, 0.0329, 1.1026], [-4.0776, -0.4335, -2.6839], [-2.3217, -0.3214, -2.5799], [-3.2424, 0.8902, -3.4826], [-5.3803, 2.6079, -1.6987], [-3.9474, 3.4094, -2.3213], [-4.4033, 3.5972, -0.6237], [-3.3387, 4.4053, 1.0776], [-2.1446, 4.6616, -0.2087], [-2.0546, 5.5880, 1.2940], [-2.9942, 2.3195, 3.0789], [-1.9323, 3.4046, 3.9830], [-1.4063, 1.7668, 3.6317], [1.0352, 4.2006, 0.9595], [1.2110, 3.0865, 2.3363], [0.6000, 4.7110, 2.5942], [2.2896, 2.9482, -1.4147], [1.3186, 4.4301, -1.3549], [2.0381, 3.9026, -2.8720], [0.6862, 0.2278, -2.7862], [1.0590, 1.2243, -4.1963], [-0.5985, 0.7019, -3.8975], [-1.8495, 4.2343, -2.3118], [-2.0289, 3.1514, -3.7026], [-0.8571, 4.4651, -3.7482]], "relative_energy_kj_mol": 164.9, "max_force_ev_per_a": 2.5, "s2": 0.76, "homo_lumo_gap_ha": [0.2161, 0.2238], "charge": 2, "spin_multiplicity": 2, "total_energy_ev": -128213.2448, "e_homo_ev": [-13.82, -13.76]}